A molecular structure, C18H40P2PtSi at a distorted geometry, computed with wB97M-V/def2-TZVPD.

XYZ file:
```
62
Properties=species:S:1:pos:R:3:forces:R:3:lowdin_charge:R:1
P -0.903 -2.227 -0.474 0.8484 0.2138 -6.0536 0.628
P 0.402 1.105 -2.521 1.4957 4.2602 -2.8543 1.011
C -1.146 -1.416 -2.107 -0.5012 -0.1816 0.1104 -0.346
C -0.172 -0.573 -2.956 0.0626 -1.5589 -0.0952 -0.255
H -2.146 -0.952 -2.024 0.4692 -0.1392 -0.3370 0.097
H -1.258 -2.389 -2.633 -0.2686 0.6766 -0.3586 0.104
H 0.695 -1.199 -3.226 0.0820 0.3691 0.4246 0.111
H -0.709 -0.513 -3.915 0.2545 0.5406 0.2383 0.108
C -0.871 2.025 -3.744 -1.3972 0.3099 -1.1107 -0.157
H -0.810 3.114 -3.598 0.2423 -0.5095 0.0475 0.069
H -1.914 1.734 -3.532 0.3366 -0.1375 0.2738 0.073
H -0.685 1.837 -4.811 0.1077 -0.3019 0.4293 0.062
C 1.629 2.024 -3.702 0.8124 -0.5364 -1.0914 -0.119
H 1.386 1.880 -4.768 -0.0507 0.0901 0.5477 0.067
H 2.671 1.699 -3.577 -0.4396 0.0690 0.0882 0.056
H 1.577 3.096 -3.468 -0.2845 -0.3497 0.1560 0.083
C -2.585 -2.991 -0.397 -0.4136 -0.9210 -0.2214 -0.237
H -2.925 -3.426 0.571 0.3497 0.2211 -0.6103 0.057
H -2.560 -3.802 -1.116 -0.1606 -0.4446 -0.1780 0.064
H -3.359 -2.293 -0.736 0.3346 0.1058 0.2111 0.071
C 0.434 -3.392 -0.924 0.0084 -0.1607 -0.0678 -0.186
H 1.231 -2.779 -1.389 -0.4202 -0.3943 0.1044 0.054
H -0.022 -4.076 -1.660 0.4116 0.1191 0.1307 0.076
H 0.890 -3.978 -0.113 -0.3961 0.2939 -0.1694 0.058
Pt -1.092 -2.105 1.526 -1.3036 -1.1980 6.2625 0.746
C 0.764 3.305 -0.860 -0.9298 1.7295 -0.5466 -0.049
C -0.238 2.335 -1.273 -1.5016 -2.7864 1.6105 -0.338
C -0.653 1.210 -0.223 0.5477 0.8588 1.0332 -0.160
C 0.604 0.584 0.419 -1.6734 -0.7516 1.5200 -0.276
C 1.655 0.084 -0.438 -2.2522 -4.6715 3.7092 -0.169
C 2.139 0.837 -1.438 2.2403 1.5845 -3.6831 -0.334
C 2.958 1.977 -0.812 -0.0920 -0.0551 -0.0468 -0.106
C 2.054 3.108 -0.247 2.0398 -0.4405 0.1613 -0.177
C -0.301 -3.550 2.834 0.4067 0.2114 0.7041 -0.195
H 0.494 4.359 -1.049 -0.0265 -0.6790 0.1610 0.137
H -1.169 2.791 -1.605 0.4000 0.0392 -0.1246 0.112
H -1.265 0.390 -0.646 0.1330 0.8390 -0.0938 0.065
H -1.240 1.636 0.611 0.1442 -0.0113 -0.6127 0.104
H 0.990 1.335 1.145 -0.2331 -0.5694 -0.5036 0.102
H 0.211 -0.337 0.968 0.8528 1.7857 -0.1701 0.002
H 1.989 -0.948 -0.244 0.3380 0.6865 0.0282 0.134
H 2.693 0.283 -2.198 0.0824 0.1099 0.0979 0.125
H 3.780 2.293 -1.452 -0.4101 0.4993 -0.4439 0.125
H 3.529 1.540 0.025 -0.3531 -0.1561 -0.0863 0.144
H 2.029 3.017 0.847 -0.2756 0.0220 -0.0033 0.130
H 2.633 4.006 -0.401 0.1012 0.5132 0.0609 0.127
H 0.108 -3.055 3.739 -0.3282 -0.6396 -0.5582 -0.005
H 0.502 -4.132 2.342 -0.3551 0.5769 -0.0782 0.022
H -1.137 -4.231 3.043 0.1180 0.3122 0.1716 0.023
C 0.680 0.175 3.509 -0.0881 -0.3027 -0.4820 -0.206
Si -1.060 -0.608 3.285 2.6346 2.6461 2.6957 0.420
C -1.206 -1.158 5.087 -0.4364 -0.7255 0.2465 -0.196
C -2.030 0.996 3.257 -0.9448 -0.0865 -0.6972 -0.188
H 1.419 -0.598 3.743 0.0390 0.2158 0.2137 0.046
H 0.540 0.871 4.348 0.1930 -0.3840 -0.0331 0.053
H 1.060 0.760 2.676 -0.0014 -0.1806 0.4536 -0.013
H -2.001 -0.562 5.560 0.0785 -0.3634 -0.1736 0.049
H -1.396 -2.223 5.257 -0.0926 0.2566 0.1784 0.031
H -0.264 -0.883 5.598 -0.3781 -0.2606 -0.3919 0.054
H -1.733 1.512 4.194 -0.0496 -0.4511 -0.4851 0.070
H -1.784 1.644 2.410 -0.1295 -0.0546 0.2937 0.009
H -3.110 0.834 3.282 0.0221 0.2472 -0.0023 0.040
```
Positions in Å, forces in eV/Å.

## Properties
DFT total energy, eV: -48990.956
ΔE to the lowest compared entry with this formula, charge and spin, eV: 3.577
Charge: +2
HOMO (spin up / spin down), eV: -12.90 / -15.15
Spin multiplicity: 5
Strongest force on any atom, eV Å⁻¹: 6.5

A molecular structure, C16H10ClF5Ti at a distorted geometry, computed with wB97M-V/def2-TZVPD.

XYZ file:
```
33
Properties=species:S:1:pos:R:3:forces:R:3:lowdin_charge:R:1
C -0.230 0.170 2.687 -0.2529 1.1779 -0.4945 -0.213
C -1.436 0.764 2.190 0.8745 1.1741 0.8013 -0.285
C -1.055 1.845 1.288 0.5827 -0.4192 0.9870 -0.252
H -2.427 0.581 2.594 0.0967 -0.0284 -0.1398 0.079
C 0.372 1.841 1.210 -0.0434 0.2498 1.1562 -0.196
C 0.865 0.826 2.072 -0.3980 1.0160 0.5620 -0.214
H 1.910 0.631 2.297 -0.4174 -0.0548 -0.2763 0.074
H -0.160 -0.601 3.453 -0.0821 -0.0078 -0.5388 0.079
H -1.708 2.627 0.905 0.1574 -0.3633 -0.0388 0.081
H 0.976 2.559 0.651 -0.1501 -0.3379 0.0132 0.079
Ti -1.185 -0.197 0.147 -0.1856 1.1118 1.2736 0.388
Cl -0.833 -2.260 0.961 0.5838 -2.8591 0.6399 0.048
C -2.618 -1.258 -1.229 -0.9510 0.8306 -0.4213 -0.256
C -2.232 -0.079 -1.931 -1.2355 -0.1766 0.1084 -0.209
C -2.602 1.058 -1.145 -0.6854 -0.7800 -0.2523 -0.205
H -1.818 -0.059 -2.931 0.2497 0.0349 0.2344 0.090
C -3.242 0.572 0.050 -0.7964 -0.6097 -1.0957 -0.253
C -3.257 -0.860 0.001 -0.9538 0.5116 -0.8655 -0.276
H -3.729 -1.512 0.727 0.2714 0.0702 -0.0552 0.081
H -2.522 -2.269 -1.604 0.2361 0.1100 0.2053 0.083
H -2.464 2.095 -1.428 0.1649 -0.1616 0.1336 0.089
H -3.714 1.171 0.822 0.2839 -0.0500 -0.0798 0.091
F 3.655 -1.376 1.663 0.3521 -0.1989 0.3414 0.024
C 3.229 -1.034 0.417 -0.3992 0.7338 -2.6803 -0.258
C 1.943 -0.641 0.169 0.2106 -0.6661 -0.4505 -0.005
C 1.578 -0.323 -1.095 1.8399 -0.3102 -0.0038 -0.226
F 0.281 0.165 -1.341 1.4924 0.0986 -0.9078 -0.077
C 2.432 -0.390 -2.197 -0.6554 0.1302 1.3182 -0.164
F 1.989 -0.091 -3.437 0.3158 -0.0090 -0.5765 0.057
C 3.757 -0.746 -1.949 -0.6576 -0.0274 0.5309 -0.176
F 4.633 -0.795 -2.974 0.4585 -0.0313 -0.3139 0.050
C 4.162 -1.051 -0.648 -1.2717 0.0265 1.1876 -0.173
F 5.448 -1.360 -0.395 0.9651 -0.1847 -0.3022 0.045
```
Positions in Å, forces in eV/Å.

## Properties
DFT total energy, eV: -65976.044
ΔE to the lowest compared entry with this formula, charge and spin, eV: 0.758
Charge: -2
HOMO (spin up / spin down), eV: 2.09 / -0.06
Spin multiplicity: 3
Strongest force on any atom, eV Å⁻¹: 3.0